[1]
The following is a DFT calculation (the ωB97M-V functional and the def2-TZVPD basis) of a molecular structure, C3H3CeLiO4.

```
12
Properties=species:S:1:pos:R:3:forces:R:3
Li -1.177 2.305 -0.265 -0.418 -0.178 0.161
Ce 4.625 0.140 0.871 -1.836 0.008 -0.266
O 2.012 -0.907 0.662 0.793 -0.296 -0.045
C -0.595 -0.621 -0.234 -2.255 0.344 -0.524
O -2.398 0.929 -0.317 0.161 -1.051 1.141
C 1.549 0.208 0.406 -0.195 -0.294 0.405
O 2.164 1.272 0.292 0.904 0.421 0.057
H -0.114 -1.290 -0.959 -0.337 -0.862 1.168
H -1.728 -1.069 0.699 0.792 -0.345 -0.130
O 0.141 0.344 0.282 0.795 0.924 0.106
H -2.461 -1.011 -1.088 -0.508 0.131 1.148
C -2.020 -0.300 -0.348 2.103 1.200 -3.222
```
Positions in Å, forces in eV/Å.

## Properties
LUMO level (alpha / beta): -8.34 / -8.40 eV
largest force on an atom: 4.030 eV/Å
DFT total energy: -899.0652 Eh
charge: +2
highest occupied orbital energy (alpha / beta): -15.19 / -16.14 eV
relative energy (zero: lowest compared OMol25 entry of this formula, charge and spin): 260.1 kJ/mol
spin multiplicity: 3
⟨S²⟩: 2.00

Atomic partial charges in e from the Mulliken method, atoms 1 to 2:
1 Li 0.9104
2 Ce 1.7018

[2]
The following is a DFT calculation (the ωB97M-V functional and the def2-TZVPD basis) of 4 unconnected molecules or ions with the total composition C16H25N4O11.

```
56
Properties=species:S:1:pos:R:3:forces:R:3
H -2.262 2.605 -4.387 0.167 -0.048 0.149
O -0.227 2.631 4.345 0.303 0.055 -0.055
C -1.380 4.384 -5.272 -0.214 -0.004 -0.456
H 2.076 -2.551 1.080 -0.301 -0.218 -0.417
N 1.351 0.996 -0.701 0.315 0.557 2.615
H -0.614 -1.118 3.615 -0.021 0.371 -0.479
C -0.481 -6.560 -3.175 -0.255 -0.413 -0.008
H 1.995 -3.354 -0.526 0.075 0.736 0.360
C -1.395 -1.812 1.721 0.522 0.411 1.559
H -1.008 0.997 5.314 0.026 0.028 0.018
C 1.014 2.856 4.849 0.169 0.089 0.668
H -0.898 3.744 -6.014 0.030 0.007 0.059
C -1.936 3.605 -4.108 -0.450 -0.226 -0.050
O 2.026 -4.371 -2.512 -0.151 0.028 0.008
H -0.273 -1.456 -0.387 0.224 -0.126 0.410
O -0.155 -4.293 -3.083 0.259 -0.174 0.117
C -0.324 2.572 6.640 -0.077 0.105 0.340
N 1.274 1.639 1.443 -0.677 0.746 0.388
H 1.072 2.178 2.287 0.491 -0.235 0.145
C 1.714 -2.443 0.039 0.294 0.138 0.316
H -0.684 3.549 6.969 0.083 0.009 -0.064
H 3.533 -1.264 -0.464 -0.446 -0.031 0.114
C 0.955 1.968 0.198 0.091 -0.742 -3.050
H 2.198 -1.131 -1.632 0.121 0.301 0.486
H -2.067 -5.083 -3.334 0.106 0.174 0.095
H 2.210 -0.125 2.156 -0.243 0.436 0.192
N 0.323 3.054 -0.273 -0.362 0.522 1.293
C 1.904 0.077 0.099 0.453 -0.556 -2.800
O 1.035 2.698 6.192 -0.104 0.092 -0.630
C -0.009 4.592 -3.509 0.189 0.226 -0.167
O 0.922 4.927 -2.840 -0.167 -0.267 0.236
O -0.254 -2.524 1.460 0.083 1.351 -0.144
H -0.399 1.873 7.469 0.244 -0.002 -0.049
O -2.422 -2.009 1.183 -1.260 -0.323 -1.205
O -0.386 5.202 -4.652 0.044 -0.217 0.345
H -2.048 2.436 5.330 0.085 0.073 -0.187
O 1.956 3.142 4.176 -0.113 -0.259 -0.335
O -0.820 3.547 -3.215 0.105 0.199 -0.062
H -2.239 -0.514 3.257 0.284 -0.019 -0.513
H -0.892 -6.858 -2.208 0.035 0.047 -0.003
N 1.865 0.425 1.379 0.382 -0.923 0.196
H -2.760 4.121 -3.612 0.058 0.035 -0.002
H -0.624 -7.371 -3.885 0.224 0.006 0.018
C 2.436 -1.193 -0.558 -0.663 -0.402 0.566
C 1.022 -4.925 -2.839 0.180 -0.094 -0.067
H -0.575 3.295 0.119 0.377 0.429 -0.052
C -1.020 2.086 5.398 -0.767 -0.408 0.119
H -0.835 0.165 2.332 -0.106 -0.267 0.331
C 0.159 -2.357 0.081 0.635 -1.328 -0.691
C -1.262 -0.736 2.802 0.353 -0.691 0.436
H -1.003 -5.156 -4.751 0.063 0.001 0.033
H -2.132 4.993 -5.767 0.153 0.163 0.069
C -1.044 -5.251 -3.664 -0.453 0.010 -0.239
H 0.707 3.576 -1.056 -0.307 -0.267 -0.194
H -0.223 -3.219 -0.495 -0.042 0.487 0.216
O 0.907 -6.261 -3.014 -0.047 0.405 0.020
```
Positions in Å, forces in eV/Å.

## Properties
LUMO level: -2.29 eV
largest force on an atom: 3.140 eV/Å
DFT total energy: -1671.1563 Eh
charge: +1
highest occupied orbital energy: -13.04 eV
spin multiplicity: 1

Atomic partial charges in e from the Mulliken method, atoms 1 to 2:
1 H 0.2872
2 O -0.3240

[3]
The following is a DFT calculation (the ωB97M-V functional and the def2-TZVPD basis) of 9 unconnected molecules or ions with the total composition C24H56ClN8O8.

```
97
Properties=species:S:1:pos:R:3:forces:R:3
H 0.104 -3.399 1.961 0.294 0.020 -0.641
O 4.164 0.486 5.755 -1.732 0.104 -0.259
H 0.535 2.710 -2.636 -0.156 -0.210 -0.115
H 1.291 -1.818 7.491 -1.259 -0.646 -0.054
O 2.205 -2.773 -3.745 0.384 -1.522 -1.734
C 0.716 -2.684 2.510 -0.655 -1.613 1.942
H 3.317 -1.311 7.050 -0.138 0.204 -0.109
H -2.809 1.844 0.593 0.629 0.434 0.179
O -2.619 4.269 -1.720 -0.531 0.586 0.221
C 6.076 3.011 -2.538 -0.754 -0.764 -0.747
H -4.421 -1.517 -2.217 -0.206 0.026 0.035
C 0.794 -3.427 -1.883 0.460 0.233 -0.450
H -3.031 -4.275 -5.510 -0.206 0.077 0.107
H 0.966 -0.913 -1.658 -0.528 0.532 0.026
N 2.636 -0.997 6.374 -2.780 0.265 -1.252
H 6.513 2.405 -3.332 0.338 -0.370 0.252
H 0.939 3.076 2.652 0.210 -0.039 -0.545
N -0.900 2.977 -1.145 -1.297 -0.084 -0.031
H 5.048 -2.215 1.296 0.031 -0.469 -0.099
O -3.422 -1.303 -4.594 0.412 -1.770 -0.640
N 1.440 -1.136 -2.521 -1.005 -0.971 0.480
H 6.872 3.455 -1.940 -0.266 -0.110 -0.015
O -1.126 5.301 1.795 0.349 -1.210 1.184
C -1.475 4.639 2.777 -2.521 2.059 -0.241
H -0.666 2.123 -0.661 0.413 -0.260 -0.159
H -1.009 -2.616 -5.806 0.274 -0.091 0.051
C -0.021 3.524 -2.171 1.373 -0.483 0.919
H -5.387 -3.766 -4.289 -0.270 0.078 -0.065
H 1.534 -0.505 -4.578 -0.286 -0.294 0.333
H 1.867 1.828 -0.910 0.198 0.342 -0.533
C -5.006 -3.638 -5.302 -1.409 0.320 -0.411
H -3.160 4.269 4.124 0.144 -0.050 0.472
H -3.032 -1.232 2.662 0.344 -0.103 -0.391
O 3.213 -4.146 2.116 0.146 1.032 -0.621
H 0.894 0.619 -3.282 -0.181 0.183 -0.634
N 3.814 2.117 -1.820 0.499 -0.060 0.138
O -5.817 -0.980 0.233 -2.114 0.466 0.423
H 2.766 0.366 -1.113 0.244 0.043 -0.410
H -3.555 5.515 3.067 0.567 0.414 -0.405
H 3.789 -1.297 0.576 -0.025 0.116 -0.210
H -2.834 -1.681 0.338 0.188 0.298 0.125
N 1.968 -2.313 1.969 -0.864 3.307 -1.621
C 4.102 -2.324 0.764 -0.761 0.888 0.676
C -4.298 -0.698 -1.509 1.807 0.267 -1.276
H -4.769 0.196 -1.920 -0.629 -0.298 0.425
H 2.435 1.298 3.838 0.496 -0.153 0.352
C 1.614 -0.155 -3.549 0.515 1.279 0.910
C -0.045 2.738 2.324 -0.812 0.218 2.048
H -1.077 -1.670 -4.304 0.251 0.008 -0.209
N -3.770 -1.568 0.699 2.392 -0.467 0.581
H -2.410 5.861 4.412 -0.001 0.020 -0.145
C -2.187 3.400 -0.985 0.922 -0.059 -0.844
H 0.731 4.065 -1.598 0.261 0.510 -0.358
H -1.540 3.021 3.939 0.422 -0.219 -0.350
O 5.700 1.602 -0.653 -0.450 -0.222 -1.198
H 0.920 -3.196 3.450 -0.111 -0.127 0.271
H -5.510 -2.815 -5.809 0.113 0.464 0.478
N -1.027 3.440 3.176 0.269 0.742 -0.600
H 1.885 -1.441 1.466 -0.091 0.167 -0.190
H 0.060 -1.846 2.742 0.488 0.279 -0.355
H 5.555 3.751 -3.146 -0.315 0.322 0.477
H 3.132 1.431 0.156 0.755 0.556 -0.122
H -0.299 3.009 1.299 0.393 -0.550 0.064
C -2.907 -2.395 -4.896 -0.432 1.775 1.290
H -3.718 2.159 -0.814 -0.484 -0.105 0.099
C 1.283 -1.725 6.405 2.623 -0.455 1.103
H -3.241 -0.434 -1.553 0.311 -0.214 -0.002
C -3.122 2.664 -0.054 -0.436 -0.178 -0.752
H 2.316 -0.466 3.637 0.190 -0.016 -0.025
H -5.333 -4.464 -5.932 0.485 -0.433 0.271
H -0.993 -3.398 -4.194 -0.518 -0.341 -0.199
H -0.185 1.714 2.671 0.362 -0.306 -1.101
H 0.767 -4.385 -2.402 -0.134 0.024 0.116
C 1.506 -2.444 -2.821 0.257 0.350 1.323
H 4.220 -2.802 -0.208 -0.002 -0.310 0.299
H -3.781 3.396 0.412 0.171 -0.150 0.193
C 3.013 0.036 5.580 2.887 -0.199 -0.495
H 3.452 2.758 -2.512 -0.119 -0.280 0.161
H -0.195 -3.084 -1.581 0.036 0.021 -0.075
H 1.396 -3.547 -0.982 0.017 0.000 0.084
Cl -0.290 -0.322 0.282 0.060 0.093 -0.109
C -4.675 -1.082 -0.143 -1.358 0.223 0.530
C 3.055 -2.993 1.669 1.390 -3.309 0.434
H 2.589 0.316 -3.425 0.241 0.049 -0.364
C 2.197 0.359 4.338 -0.768 0.009 0.453
H -4.743 -1.258 2.619 -0.280 0.472 -0.861
H -0.376 4.162 -2.981 -0.880 -0.184 0.604
N -3.602 -3.471 -5.296 1.224 -1.059 -0.638
H -3.972 -2.726 2.482 0.417 -0.326 -0.273
H 1.436 -2.698 5.938 -0.041 -0.117 0.123
C -3.869 -1.696 2.139 -0.694 -0.212 0.694
C -1.408 -2.587 -4.792 0.132 0.989 -0.035
C -2.713 5.143 3.650 0.648 -1.053 -0.353
H 0.329 -1.372 6.014 0.655 1.090 -0.009
H 1.127 0.402 4.541 -0.115 -0.073 0.175
C 5.182 2.117 -1.645 0.109 1.040 1.949
C 2.882 1.430 -0.905 -0.185 -0.453 0.256
```
Positions in Å, forces in eV/Å.

## Properties
LUMO level: 2.12 eV
largest force on an atom: 3.782 eV/Å
DFT total energy: -2448.4038 Eh
charge: -1
highest occupied orbital energy: -6.77 eV
spin multiplicity: 1

Atomic partial charges in e from the Mulliken method, atoms 1 to 2:
1 H 0.3196
2 O -0.6898

Question: Look up the largest force on an atom of the second one.
Answer: 3.140 eV/Å